{
  "formula": "C12H48O12",
  "method": "ωB97M-V with the def2-TZVPD basis set",
  "species": ["O", "O", "O", "O", "O", "O", "O", "O", "O", "O", "O", "O", "C", "C", "C", "C", "C", "C", "C", "C", "C", "C", "C", "C", "H", "H", "H", "H", "H", "H", "H", "H", "H", "H", "H", "H", "H", "H", "H", "H", "H", "H", "H", "H", "H", "H", "H", "H", "H", "H", "H", "H", "H", "H", "H", "H", "H", "H", "H", "H", "H", "H", "H", "H", "H", "H", "H", "H", "H", "H", "H", "H"],
  "positions_angstrom": [[-0.67125, 1.90412, 4.11408], [2.82475, 1.18478, -2.16772], [-1.85251, 1.06718, -1.55612], [2.02307, 3.90726, -2.18078], [1.90037, 0.26248, 0.19827], [2.23389, 2.62055, 4.20884], [-3.53000, -0.99828, -1.42653], [0.80343, -4.20335, -2.10683], [2.03364, -0.91044, -4.53869], [-2.35135, 1.26256, 1.58181], [0.59732, -2.48635, 0.61035], [-2.21099, -2.49561, 0.51652], [1.89650, 1.44740, 1.00080], [2.97455, 2.00593, 5.21333], [-2.73919, -2.02919, 1.74460], [4.03563, 1.17509, -2.90170], [0.13953, -5.28417, -1.39062], [-0.91938, 0.59866, -2.59387], [0.71718, -1.44903, -4.73523], [-2.83801, 2.56965, 1.54887], [-4.80374, -1.54008, -1.28736], [-0.74534, 0.82488, 5.08631], [1.21326, -3.19124, 1.71820], [0.63546, 3.98452, -2.33117], [-2.08674, -2.32509, 2.57323], [-1.14069, -0.44006, -2.83616], [-1.20487, -2.48921, 0.59637], [-3.76904, -2.39520, 1.91129], [0.79623, -5.75264, -0.64959], [0.40718, -2.12561, -3.95255], [-0.37934, 1.27671, 6.04940], [0.25244, 3.56299, -3.34023], [-3.65554, 2.66451, 0.85400], [-0.73873, -4.90712, -0.86150], [0.51027, -3.93398, 1.99987], [3.80702, 0.68325, -3.81823], [1.07894, -1.57752, 0.57858], [0.21073, 3.42838, -1.51898], [-2.65553, 0.67420, -1.75951], [-5.32384, -1.04202, -2.07349], [1.75771, 2.36522, 0.35952], [3.10116, 2.71013, 6.06812], [2.50047, 1.06894, 5.54481], [-2.76301, -0.94640, 1.62240], [-3.21192, 2.74940, 2.53159], [3.94141, 1.77133, 4.75682], [-1.71135, 0.31460, 5.15880], [2.07175, -0.58259, -3.64636], [-2.04557, 1.11103, 0.68343], [4.82182, 0.86438, -2.30675], [0.03069, 0.05620, 4.81360], [-4.83479, -2.65498, -1.41105], [0.60765, -3.40960, -1.57785], [2.43248, 4.74422, -2.48711], [2.86405, 1.66837, 1.44384], [1.37491, -2.56936, 2.59059], [2.04357, -3.80507, 1.44949], [-5.15270, -1.28759, -0.25555], [0.01678, -0.65731, -4.92138], [1.08140, 1.44527, 1.74347], [2.36250, 1.91738, -2.52884], [1.33028, 2.42841, 4.31137], [0.10766, 0.59103, -2.24887], [-2.13328, 3.36147, 1.29078], [2.20809, 0.57135, -0.70244], [4.19701, 2.24207, -3.17671], [-2.89858, -1.50650, -0.88677], [-1.14462, 1.13639, -3.50612], [-0.17910, -6.05272, -2.16224], [0.80804, -1.90375, -5.71185], [0.19969, 4.98825, -2.26880], [-1.25949, 1.74156, 3.35219]],
  "atomic_forces_ev_per_a": [[-0.6, -0.6, 0.4], [0.0, -1.3, 0.8], [3.9, 1.2, -0.1], [1.1, 1.1, -0.5], [0.1, 0.6, -0.6], [1.3, 0.7, -0.9], [1.4, 0.0, -0.3], [-0.7, -0.3, 0.9], [-0.4, -0.2, 0.0], [0.7, -0.2, -0.2], [1.9, 2.0, 0.7], [1.5, -0.9, -0.3], [-0.3, 1.3, -0.8], [0.3, 0.1, 0.4], [-0.1, 0.6, -0.2], [-1.7, 2.7, -1.2], [0.0, -0.1, -1.3], [-1.7, -0.5, 0.8], [1.2, 0.5, -1.1], [-0.6, 0.7, 0.1], [0.1, -0.7, 1.2], [1.8, 0.3, -0.4], [-1.2, 0.1, -0.5], [-1.6, -0.2, -1.6], [-0.3, 0.1, 0.1], [-0.1, -0.2, 0.2], [-1.3, 0.1, -0.2], [0.6, -0.1, -0.2], [0.1, 0.0, -0.2], [-0.1, -0.3, 0.1], [-0.8, -0.5, -0.8], [0.7, 0.4, 1.5], [-0.5, 0.0, -0.3], [-0.1, -0.1, -0.1], [-1.0, -0.6, 0.5], [0.8, -0.9, -0.7], [-1.1, -1.6, -0.4], [-0.4, -0.5, 0.3], [-2.6, -1.5, -0.4], [-1.2, 0.0, -0.2], [-0.3, -0.8, 0.3], [0.1, -0.6, -0.3], [0.2, 0.2, 0.1], [-0.3, 0.1, 0.8], [-0.4, 0.5, 0.7], [0.1, 0.0, 0.5], [0.1, 0.5, 0.1], [0.1, 0.3, 0.6], [0.4, -0.6, -0.4], [1.5, -1.1, 0.9], [-0.7, 0.5, 0.2], [0.0, 0.9, 0.0], [0.4, -0.3, -0.2], [-0.3, -0.9, 0.2], [0.1, -0.5, 0.5], [0.3, 0.3, -0.1], [1.2, 0.3, -0.5], [-0.4, -0.2, -0.8], [-0.6, 0.6, 0.4], [0.5, -0.3, -0.2], [-1.0, 1.2, 0.0], [-2.1, -0.3, 0.1], [0.1, 0.6, 0.1], [0.5, -0.2, 0.1], [-0.2, -0.7, 1.0], [0.5, -0.6, 0.1], [0.0, 0.0, 0.2], [0.6, 0.5, -0.2], [0.4, 0.9, 1.0], [-0.2, -0.8, 0.0], [0.4, 0.1, 0.1], [0.4, -0.3, 0.3]],
  "homo_ev": -9.85,
  "spin_multiplicity": 1,
  "smiles": "CO.CO.CO.CO.CO.CO.CO.CO.CO.CO.CO.CO"
}

{
  "formula": "C12H48O12",
  "method": "ωB97M-V with the def2-TZVPD basis set",
  "species": ["O", "O", "O", "O", "O", "O", "O", "O", "O", "O", "O", "O", "C", "C", "C", "C", "C", "C", "C", "C", "C", "C", "C", "C", "H", "H", "H", "H", "H", "H", "H", "H", "H", "H", "H", "H", "H", "H", "H", "H", "H", "H", "H", "H", "H", "H", "H", "H", "H", "H", "H", "H", "H", "H", "H", "H", "H", "H", "H", "H", "H", "H", "H", "H", "H", "H", "H", "H", "H", "H", "H", "H"],
  "positions_angstrom": [[11.42951, 5.70934, 21.19673], [10.71493, 3.01919, 21.27566], [13.25422, 4.34022, 17.44241], [17.91216, 5.76592, 23.94633], [15.69262, 2.97791, 23.55279], [12.36065, 9.96476, 18.21375], [15.67962, 2.88837, 20.95734], [11.15987, 4.48709, 26.22905], [10.20429, 10.19791, 24.10727], [14.84472, 9.21084, 23.48092], [15.99034, 4.82265, 25.41890], [13.71581, 7.01991, 22.09943], [14.54634, 2.34823, 20.28509], [16.11740, 4.43533, 26.74254], [10.20833, 6.37186, 21.11480], [16.60590, 2.03764, 24.07554], [11.49973, 2.60306, 22.41660], [18.92019, 6.05263, 24.89871], [13.86697, 5.49836, 17.95705], [15.45129, 8.71171, 24.66390], [11.46914, 9.67095, 23.89182], [12.24974, 4.84389, 25.42995], [11.68458, 8.84318, 18.76342], [14.36461, 5.77227, 22.32831], [11.62598, 9.16518, 22.93909], [15.27241, 5.85798, 22.92550], [13.74573, 3.04298, 20.03124], [10.90116, 2.65618, 23.32599], [12.37191, 3.25027, 22.50895], [12.25157, 10.42814, 23.94256], [17.06059, 3.91257, 26.90129], [13.29630, 9.83035, 18.38136], [19.84052, 6.38121, 24.41588], [15.28326, 3.80713, 27.05505], [17.11781, 5.44604, 24.38024], [19.12429, 5.20004, 25.54643], [13.01421, 5.42150, 25.94962], [9.62770, 5.97021, 20.28435], [15.99746, 3.52760, 20.31550], [15.76693, 9.56910, 25.25834], [15.77493, 4.01436, 24.94787], [18.77250, 6.93067, 25.52745], [12.67038, 4.03665, 24.83034], [11.36633, 3.68604, 26.71617], [16.20859, 5.36950, 27.29671], [17.53820, 2.06821, 23.51163], [10.09798, 2.31594, 21.06022], [13.65441, 5.02615, 22.68471], [9.68869, 6.14247, 22.04510], [15.70996, 2.85474, 22.60088], [11.89523, 1.61484, 22.18187], [12.09823, 8.55226, 19.72901], [11.83770, 5.46260, 24.63275], [11.82838, 7.95502, 18.14813], [16.29576, 8.04980, 24.47197], [12.83565, 6.74290, 21.83452], [10.34604, 7.44621, 20.99268], [14.91549, 1.67623, 19.51034], [13.95790, 3.68729, 17.45299], [14.09428, 1.66575, 21.00479], [14.89150, 5.66354, 17.62366], [11.71889, 9.04383, 24.74765], [16.77213, 2.28574, 25.12383], [16.17404, 1.03730, 24.04513], [9.87571, 10.34424, 23.21720], [10.64087, 9.05032, 18.99981], [14.72848, 8.20065, 25.29989], [14.55496, 8.48053, 22.92930], [14.66741, 5.27619, 21.40619], [13.92929, 5.49591, 19.04526], [11.19269, 4.79934, 21.00328], [13.29820, 6.37458, 17.64587]],
  "atomic_forces_ev_per_a": [[1.1, 0.0, -0.4], [0.4, 0.2, 0.4], [0.4, -0.2, 0.0], [1.3, 0.7, -0.7], [-0.2, -0.3, 0.7], [-0.4, -0.1, 0.1], [-0.4, 0.5, -1.1], [-0.4, -0.5, 0.4], [-1.0, 0.2, -0.7], [0.4, 0.4, 0.4], [-0.7, -0.1, -0.4], [0.8, -0.5, 0.3], [-0.2, -1.7, 1.1], [0.7, 0.6, 0.9], [-0.9, 0.0, 0.4], [-0.1, -0.2, 0.1], [-0.1, -0.1, -0.8], [0.1, 0.2, -0.1], [0.1, 0.9, 0.3], [-0.4, 0.3, 0.0], [2.0, 0.0, 0.9], [-0.1, 0.6, -1.3], [0.6, -0.4, 0.7], [0.0, -0.5, -0.7], [-0.3, -0.3, 0.1], [-0.4, 0.2, 0.3], [0.4, 0.3, -0.4], [0.1, -0.2, 0.0], [-0.2, 0.2, -0.1], [0.0, 0.4, -0.2], [0.1, -0.4, 0.1], [0.1, 0.1, 0.0], [0.0, -0.6, -0.6], [-0.1, 0.2, 0.3], [-0.1, -0.1, 0.7], [0.1, -0.1, 0.0], [0.1, -0.2, 0.1], [-0.2, 0.2, -0.1], [0.7, 0.4, 0.4], [0.3, 0.1, -0.2], [-0.3, 0.2, -1.0], [-0.9, 0.1, 0.3], [0.4, -0.5, 0.5], [0.0, 0.0, 0.1], [-0.4, -0.2, 0.5], [0.2, -0.1, 0.2], [0.0, 0.1, 0.0], [0.0, 0.2, 0.9], [-0.5, 0.5, 0.0], [-0.2, 0.5, -0.6], [-0.1, -0.2, 0.5], [0.3, 0.1, 0.3], [0.0, 0.5, 0.1], [-0.5, 0.0, -0.3], [0.1, 0.0, -0.1], [-0.5, 0.2, -0.3], [0.0, -0.1, 0.1], [-0.4, 0.4, -0.6], [-0.3, -0.4, -0.2], [-0.1, 0.0, 0.1], [0.1, -0.2, -0.4], [-0.1, -0.5, -0.3], [0.3, -0.1, 0.0], [0.1, -0.2, 0.0], [-0.5, 0.3, 0.2], [0.0, 0.2, -0.7], [-0.2, -0.4, 0.0], [-0.2, -0.4, -0.1], [0.3, 0.4, -0.6], [-0.3, 0.0, 0.3], [0.4, -0.6, 0.1], [-0.1, -0.1, 0.1]],
  "homo_ev": -9.31,
  "spin_multiplicity": 1,
  "smiles": "CO.CO.CO.CO.CO.CO.CO.CO.CO.CO.CO.CO"
}

{
  "formula": "C12H4Br4ClO3P",
  "method": "ωB97M-V with the def2-TZVPD basis set",
  "species": ["Br", "Br", "Br", "Br", "Cl", "P", "O", "O", "O", "C", "C", "C", "C", "C", "C", "C", "C", "C", "C", "C", "C", "H", "H", "H", "H"],
  "positions_angstrom": [[4.14169, 1.90010, 2.24406], [-3.73154, -2.55277, -0.73436], [-0.03788, 4.63272, -0.32898], [1.53046, -4.46016, -1.17241], [-3.35500, 0.50415, -2.36129], [-2.28768, 1.05052, -0.70586], [-0.73783, 1.42691, -1.09672], [-2.99151, 2.24204, -0.15539], [-2.21768, -0.14501, 0.43486], [0.89318, -1.85561, -0.23581], [0.03938, -0.85066, 0.10933], [1.85468, 2.93589, 1.03984], [0.47104, -2.96929, -0.88890], [2.40205, 1.74954, 1.47200], [0.65650, 2.91144, 0.35218], [0.66277, 0.43661, 0.52534], [0.03143, 1.64564, 0.02293], [-0.88618, -3.20765, -1.02331], [1.69181, 0.47507, 1.42327], [-1.30081, -1.00133, -0.03051], [-1.86418, -2.22076, -0.63336], [2.35202, 3.85106, 1.39056], [1.97115, -1.79831, -0.11462], [-1.20885, -4.21914, -1.42396], [1.92097, -0.48100, 1.89112]],
  "atomic_forces_ev_per_a": [[-0.4, -0.3, 0.1], [0.8, 0.0, 0.1], [0.4, -1.7, 0.5], [1.0, -0.4, -0.3], [1.5, -0.3, 0.7], [-2.4, 4.0, 1.7], [-2.2, -0.4, -0.2], [1.0, -1.8, -0.5], [-0.3, 2.8, -1.7], [2.0, -0.7, -0.9], [1.1, 1.5, 0.6], [0.0, 0.0, 0.7], [-1.8, -0.8, 0.9], [-0.5, -2.2, 1.2], [-2.0, -0.6, -1.6], [-2.7, 1.5, 0.1], [3.9, 0.2, 0.6], [-2.9, -0.1, -0.6], [1.5, 2.0, -0.7], [-2.0, -5.1, -1.4], [3.3, -0.1, 0.5], [-0.4, -0.3, -0.8], [-0.1, 0.5, 0.2], [0.2, 1.6, 0.5], [0.8, 0.6, 0.1]],
  "homo_ev": -9.38,
  "spin_multiplicity": 1
}

Number 1: HOMO-LUMO gap 10.29 eV. Number 2: HOMO-LUMO gap 9.43 eV. Number 3: HOMO-LUMO gap 9.01 eV.